{
  "formula": "C4H2OS",
  "method": "wB97M-V/def2-TZVPD",
  "symbols": ["C", "C", "C", "C", "H", "H", "O", "S"],
  "coordinates": [[1.374405, -0.573442, -0.623049], [0.251047, -0.276071, 0.249458], [-0.772023, -0.071544, 0.842646], [-2.006987, 0.323905, 1.390501], [1.936808, -1.522078, -0.401456], [-2.316834, 1.209498, 0.819073], [-2.715440, -0.279049, 2.175526], [1.814056, 0.382993, -1.811197]],
  "forces_ev_per_a": [[-0.1, -1.1, 1.5], [0.8, -0.5, -1.0], [1.4, -0.7, 0.3], [-1.9, -0.3, 0.0], [-0.7, 0.9, -0.2], [-0.6, 0.5, 0.5], [1.0, 0.7, -0.5], [0.2, 0.5, -0.7]],
  "molar_mass_g_mol": 98.13,
  "energy_ha": -626.92840,
  "e_lumo_ha": -0.0680,
  "total_charge": 0,
  "de_lowest_kcal_mol": 4.3,
  "fmax_ha_per_bohr": 0.0383
}